No. 1
Molecular formula: C10H11N3
Method: DFT, the ωB97M-V functional and the def2-TZVPD basis

Values from the calculation:
SMILES: CC(C)C1=Cn2ccnc2C=C=N1
HOMO energy: -7.86 eV
Orbital gap: 7.23 eV

Last column: natural (NBO) charge in e.
Positions of all 24 atoms, in Å:
H: 2.008 0.410 -1.604  0.20
C: -0.975 1.137 1.408  0.41
C: 0.576 1.607 -2.443  -0.57
N: -2.367 -1.996 2.059  -0.45
C: -2.175 -3.076 1.328  -0.07
C: -1.330 0.221 2.304  -0.41
H: 1.728 3.178 -0.590  0.22
N: -0.721 1.277 0.174  -0.46
C: 0.234 0.505 -0.332  0.23
C: -1.494 -1.098 1.678  0.34
C: 1.349 1.084 -1.234  -0.25
N: -0.638 -1.651 0.721  -0.34
C: 2.121 2.111 -0.308  -0.62
H: -2.898 -3.855 1.548  0.21
H: 1.276 2.298 -3.091  0.19
H: 1.051 -1.586 -0.375  0.20
H: 3.202 1.900 -0.544  0.22
H: -0.706 -3.661 -0.072  0.22
H: 1.966 1.818 0.749  0.22
C: 0.392 -0.977 0.073  -0.04
C: -1.072 -2.926 0.528  -0.11
H: 0.386 0.834 -3.040  0.20
H: -0.251 2.122 -2.205  0.21
H: -1.662 0.324 3.269  0.25


No. 2
Molecular formula: C4H8HgO2
Method: DFT, the ωB97M-V functional and the def2-TZVPD basis

Values from the calculation:
Spin multiplicity: 2
HOMO energy (spin up / spin down): -11.97 / -11.96 eV
Total charge: +1
Orbital gap (spin up / spin down): 7.94 / 3.31 eV

Last column: natural (NBO) charge in e.
Positions of all 15 atoms, in Å:
C: -0.698 0.187 0.521  -0.56
C: 0.046 1.028 1.557  0.08
Hg: 0.629 -2.552 -3.422  0.87
H: -0.186 3.158 2.355  0.24
O: -0.089 -1.066 -1.413  -0.60
H: -1.322 0.797 -0.145  0.26
C: 0.196 -0.678 -0.291  0.51
H: -1.131 2.725 0.848  0.24
H: -1.377 -0.504 1.054  0.31
H: -0.322 1.276 3.554  0.48
O: -0.845 0.956 2.815  -0.73
H: 0.926 2.536 1.220  0.20
C: -0.257 2.503 1.476  -0.63
H: 1.111 0.749 1.526  0.18
H: 1.151 -0.994 0.172  0.15


No. 3
Molecular formula: C12H30F3MgNO9S4
Method: DFT, the ωB97M-V functional and the def2-TZVPD basis

Values from the calculation:
HOMO energy: -7.73 eV
Orbital gap: 7.58 eV

Last column: natural (NBO) charge in e.
Positions of all 60 atoms, in Å:
H: -0.711 -5.284 -2.240  0.24
H: 3.706 0.294 -2.823  0.23
H: -0.657 0.610 -4.414  0.23
O: 1.569 -1.264 2.615  -0.59
H: -2.116 4.692 0.653  0.23
F: -1.571 -1.344 4.264  -0.34
C: 2.413 -0.466 3.397  -0.05
H: -3.408 3.063 -3.046  0.25
H: -2.390 3.332 1.872  0.25
H: 4.501 -0.424 3.856  0.20
O: -2.976 0.247 0.385  -0.69
O: -4.783 -0.531 1.267  -0.46
C: -0.487 -1.920 3.692  0.92
H: 3.959 0.983 -0.040  0.24
H: 3.938 -2.005 3.345  0.22
C: 0.901 -3.434 -0.554  -0.82
H: 1.159 2.681 2.207  0.24
F: -0.887 -3.076 3.166  -0.32
C: -0.998 -4.231 -2.239  -0.85
F: 0.356 -2.224 4.704  -0.34
O: -0.365 -1.099 1.503  -0.96
C: -2.044 3.627 0.879  -0.87
O: -1.626 0.579 -1.840  -1.05
O: -1.375 -2.099 -0.903  -1.07
C: 2.681 -0.075 -2.769  -0.83
H: -2.815 3.166 0.243  0.30
H: 1.174 -2.948 0.379  0.29
O: -0.492 1.545 0.482  -1.05
H: -2.147 0.843 -5.306  0.23
H: 2.043 0.701 -3.197  0.24
H: 2.361 1.545 0.438  0.26
H: 4.139 -0.716 2.126  0.19
H: 1.177 -4.487 -0.577  0.23
Mg: -1.026 -0.318 -0.149  1.78
H: 2.323 0.605 3.147  0.13
H: 0.007 0.084 3.041  0.10
H: -0.414 3.148 2.875  0.24
C: 2.946 1.185 -0.401  -0.84
S: -2.541 0.831 -2.964  1.32
C: -2.431 2.611 -3.216  -0.84
H: -2.180 2.872 -4.245  0.23
C: 3.841 -0.940 3.150  -0.61
C: -1.708 0.312 -4.464  -0.83
H: 1.202 -2.893 -1.445  0.21
H: 2.515 -1.005 -3.304  0.24
H: -1.787 -0.767 -4.542  0.24
S: 2.254 -0.337 -1.051  1.31
H: -0.435 -3.718 -3.020  0.22
H: 2.169 -0.573 4.461  0.17
S: -0.899 -3.471 -0.644  1.34
H: 0.756 4.385 2.174  0.24
H: 3.079 1.940 -1.178  0.23
C: 0.331 3.386 2.121  -0.82
H: -2.052 -4.196 -2.521  0.25
S: -0.418 3.017 0.521  1.28
O: 0.784 -0.278 -1.049  -1.05
C: 0.130 -0.953 2.657  0.35
N: -4.209 0.372 0.679  0.73
H: -1.693 2.987 -2.514  0.25
O: -4.775 1.429 0.354  -0.54


No. 4
Molecular formula: C19H23NO3
Method: DFT, the ωB97M-V functional and the def2-TZVPD basis

Values from the calculation:
SMILES: CN1CC=C[C@H]1COC(=O)[C@](O)(C1=CCCC1)c1ccccc1
HOMO energy: -8.32 eV
Orbital gap: 9.16 eV

Last column: natural (NBO) charge in e.
Positions of all 46 atoms, in Å:
C: -1.460 3.143 -1.815  -0.38
H: 4.403 1.009 -0.709  0.21
H: -2.015 3.235 -2.750  0.21
H: -4.662 -0.813 2.206  0.21
C: -3.154 -2.291 -0.391  -0.23
C: 4.470 -1.094 1.320  -0.43
C: -1.662 -0.685 0.576  -0.05
C: -2.644 -0.425 1.539  -0.20
C: -1.941 -1.721 -0.306  -0.18
C: 0.099 2.932 -2.088  -0.45
C: 3.753 2.375 0.892  -0.17
H: 3.487 3.188 0.190  0.21
H: 1.997 0.628 4.051  0.20
H: 1.527 -0.420 0.136  0.50
H: -5.046 -2.494 0.596  0.21
H: -1.667 3.996 -1.212  0.20
C: 4.537 1.220 0.380  -0.28
H: 0.539 3.897 -1.837  0.21
C: -1.745 1.873 -1.017  -0.45
O: 1.194 -0.467 2.462  -0.54
N: 3.797 0.174 1.147  -0.44
O: -0.050 1.500 2.627  -0.59
H: 5.420 -0.944 1.888  0.17
C: -0.513 1.219 -0.535  0.00
H: 4.763 -1.535 0.273  0.21
H: -1.201 -2.144 -1.010  0.23
H: -3.280 -2.960 -1.248  0.21
H: 1.662 1.651 -1.059  0.21
H: 4.302 0.809 2.998  0.18
H: 3.755 -1.875 1.749  0.22
C: 0.582 1.842 -1.196  -0.16
C: 0.246 0.472 2.019  0.81
H: 5.571 1.456 0.642  0.19
H: -2.351 1.252 -1.651  0.21
H: 0.259 2.655 -3.129  0.21
H: 2.808 -0.784 3.779  0.20
H: 2.294 2.725 2.541  0.24
C: 3.405 0.808 2.457  -0.12
H: -2.445 0.317 2.320  0.22
C: 2.362 -0.024 3.262  -0.06
O: 0.635 -0.751 -0.140  -0.71
C: -3.917 -0.991 1.450  -0.22
C: 3.082 2.186 2.082  -0.20
C: -0.339 0.082 0.487  0.15
C: -4.109 -1.992 0.519  -0.20
H: -2.405 2.106 -0.154  0.21


No. 5
Molecular formula: C6H14N2
Method: DFT, the ωB97M-V functional and the def2-TZVPD basis

Values from the calculation:
SMILES: NCCN1CCCC1
HOMO energy: -8.66 eV
Orbital gap: 9.75 eV

Last column: natural (NBO) charge in e.
Positions of all 22 atoms, in Å:
N: -0.659 -0.439 -0.059  -0.43
H: -0.352 -1.235 1.965  0.19
H: -1.561 1.129 -1.066  0.20
C: -1.472 1.601 1.046  -0.43
C: -1.720 0.587 -0.143  -0.22
C: 1.538 -1.069 -1.025  -0.23
H: 0.820 0.937 -0.883  0.17
H: -0.801 0.636 3.039  0.21
H: -2.382 1.779 1.612  0.21
C: -0.112 -0.418 1.289  -0.24
H: -0.165 -0.122 -1.971  0.20
H: -0.994 2.484 0.653  0.21
H: 0.980 -0.577 1.280  0.19
H: 2.219 -2.444 -2.369  0.36
N: 1.972 -1.463 -2.399  -0.85
H: 2.481 -0.707 -0.535  0.18
H: -2.726 0.184 -0.024  0.20
C: 0.383 -0.070 -1.036  -0.23
H: 1.305 -1.953 -0.468  0.18
C: -0.458 0.931 2.052  -0.42
H: 0.430 1.543 2.153  0.20
H: 1.273 -1.312 -3.112  0.35


No. 6
Molecular formula: C23H56AlF6O27S9
Method: DFT, the ωB97M-V functional and the def2-TZVPD basis

Values from the calculation:
HOMO energy: -12.16 eV
Total charge: +1
Orbital gap: 3.50 eV

Last column: Löwdin charge in e.
Positions of all 122 atoms, in Å:
O: 2.097 -0.426 -4.882  -0.28
O: 3.198 -1.815 2.333  -0.27
H: -1.358 1.862 4.222  0.07
C: 0.035 0.616 -6.418  -0.64
F: -1.757 -4.279 0.696  0.14
S: -3.410 2.202 0.859  0.64
O: 0.180 0.603 -3.729  -0.33
C: 1.267 5.180 1.768  -0.06
H: 3.068 3.186 6.193  0.08
H: -3.190 -3.136 -2.944  0.06
H: 0.621 6.066 -0.727  0.12
H: -7.735 -1.440 -2.008  0.09
O: -4.441 -1.088 -1.698  -0.30
O: -2.265 -0.170 -2.484  -0.33
S: -2.256 -1.796 1.489  0.54
H: -2.240 7.145 -1.009  0.07
C: 0.740 -6.697 -0.116  -0.04
H: 4.767 1.802 -2.078  0.07
H: 1.535 -6.327 0.531  0.07
H: -6.871 0.033 -1.713  0.08
H: 6.737 -0.887 -1.403  0.12
C: 4.572 -1.875 4.250  -0.05
H: 7.465 -1.735 0.805  0.09
H: 1.678 4.615 2.603  0.05
S: 2.475 -2.385 0.988  0.65
S: -0.217 4.215 1.217  0.65
C: 1.253 -3.511 1.766  -0.06
C: 2.800 2.931 5.164  -0.05
H: 2.266 -4.491 -3.614  0.07
H: -0.873 7.974 -0.431  0.09
H: -1.914 0.261 3.766  0.06
H: 3.763 2.664 4.731  0.08
H: -4.906 1.457 -0.855  0.07
C: 6.413 -1.753 0.518  -0.04
H: 1.414 -6.211 -2.219  0.12
H: 0.546 -3.732 0.975  0.03
O: 3.443 -3.120 0.185  -0.27
O: -0.595 -4.148 -3.239  -0.26
C: -4.920 1.455 0.233  -0.09
H: -5.527 -2.701 -1.238  0.12
O: 4.775 -0.437 -0.717  -0.27
F: -3.860 -3.986 1.273  0.17
O: 0.779 -4.475 -1.186  -0.29
H: -5.441 4.246 1.319  0.12
O: 0.130 -2.164 -1.911  -0.33
H: 2.444 3.873 4.748  0.06
S: 0.415 -3.474 -2.483  0.68
H: -3.704 6.727 0.924  0.07
C: 0.745 -5.894 -1.416  -0.27
H: 0.876 -7.754 -0.334  0.09
S: 0.406 0.503 3.310  0.65
H: 5.911 0.822 -3.142  0.07
H: 2.093 -2.874 -4.228  0.06
O: -1.240 -1.292 0.580  -0.28
O: -3.641 3.762 0.450  -0.25
H: 2.802 -3.083 -2.617  0.04
O: 4.732 -1.610 -2.929  -0.25
C: 4.889 1.050 -2.852  -0.08
O: 0.221 3.232 0.241  -0.34
O: -2.305 1.694 0.091  -0.33
H: -4.743 5.999 -0.296  0.09
O: 1.827 -1.250 0.390  -0.33
O: -1.030 5.428 0.477  -0.26
C: -1.155 7.162 -1.107  -0.06
H: -6.947 -1.062 -0.384  0.08
H: -0.217 -6.563 0.385  0.08
C: -2.796 -3.454 0.698  -0.63
C: 2.061 -3.464 -3.314  -0.06
C: -0.454 5.885 -0.754  -0.27
H: -5.457 6.412 1.138  0.08
H: 4.276 1.235 -3.733  0.07
C: 3.952 -2.716 3.143  -0.29
C: -3.187 -2.352 -3.693  -0.06
C: -4.509 6.013 0.773  -0.06
Al: 0.150 0.662 -1.016  1.50
H: 1.825 -4.405 2.007  0.07
O: -4.285 0.103 -3.920  -0.26
C: -1.087 0.808 4.217  -0.10
H: 5.068 -2.501 4.991  0.09
O: -3.437 2.108 2.314  -0.27
O: -3.442 -0.969 1.581  -0.25
H: 5.769 -1.631 1.384  0.05
H: -5.780 -2.149 -2.915  0.12
H: 6.640 0.316 -0.158  0.12
F: -1.282 0.656 -6.360  0.17
S: 4.173 -0.491 -2.202  0.62
H: -0.730 5.109 -1.472  0.13
H: 1.970 5.133 0.939  0.06
C: -4.402 4.591 1.298  -0.28
S: 0.660 -0.298 -4.807  0.55
S: -3.533 -0.673 -2.966  0.64
H: 2.094 0.937 5.667  0.12
H: 4.816 -3.173 2.655  0.11
H: 3.745 -1.438 4.816  0.07
H: -3.869 -2.445 -4.535  0.07
O: 1.345 1.734 3.785  -0.26
C: 1.728 1.825 5.150  -0.26
H: 6.253 -2.671 -0.046  0.09
O: 2.749 -0.293 -2.059  -0.34
H: -4.081 4.564 2.340  0.12
O: 0.069 0.699 1.915  -0.32
O: 0.952 -0.691 3.911  -0.27
H: -0.910 7.503 -2.112  0.09
H: -2.183 -2.268 -4.110  0.04
F: 0.482 1.863 -6.434  0.15
H: 0.894 -2.995 2.653  0.06
H: -4.831 0.410 0.529  0.04
F: 0.487 0.005 -7.495  0.18
H: -0.938 0.397 5.213  0.08
H: -0.215 -6.106 -1.898  0.11
H: 1.019 6.197 2.056  0.08
O: -1.685 -2.188 2.770  -0.23
H: 5.209 -1.098 3.834  0.08
O: -0.930 3.846 2.403  -0.25
H: 3.350 -3.515 3.576  0.12
H: 0.850 2.135 5.724  0.12
H: -5.763 1.962 0.694  0.08
C: -5.651 -1.829 -1.880  -0.25
C: -6.881 -1.031 -1.472  -0.05
C: 6.184 -0.612 -0.503  -0.25
F: -3.063 -3.205 -0.587  0.12
O: -0.012 -1.573 -4.811  -0.28


Let's list maximum force in order: 8.20, 5.89, 2.73, 5.32, 2.39, 2.65 eV/A.